No. 1
DFT (wB97M-V/def2-TZVPD) results for a structure of composition C34H24AsBr2F2GaN2O4.

The HOMO-LUMO gap is 7.51 eV. As for the HOMO energy: -7.51 eV. The relative energy (zero: lowest compared OMol25 entry of this formula, charge and spin) comes out at 32.3 kJ/mol. The value obtained for the calculated total energy is -11228.9356 hartree. The LUMO energy comes out at -0.007 eV.

XYZ file:
```
70
Properties=species:S:1:pos:R:3:forces:R:3
Ga -0.1136 0.3327 -0.2018 -0.3 0.3 -0.3
Br -0.8536 1.5761 -4.8866 0.0 -0.1 0.0
C -0.4584 -0.1479 -4.2146 -0.1 0.2 0.3
C -0.0389 -1.1564 -5.0900 0.1 -0.2 0.0
C 0.2864 -2.3946 -4.6107 0.0 0.0 -0.2
Br 0.8515 -3.7353 -5.8316 0.0 0.0 0.0
C 0.2112 -2.6853 -3.2303 -0.1 0.2 0.2
C 0.5703 -3.9082 -2.6278 0.0 0.0 0.1
C 0.4429 -4.0560 -1.2740 0.0 -0.1 -0.1
C -0.0341 -2.9836 -0.5086 0.1 0.0 -0.2
N -0.3543 -1.8245 -1.0306 0.0 0.0 0.2
C -0.2397 -1.6587 -2.3681 0.0 -0.2 -0.3
C -0.5779 -0.3504 -2.8478 -0.1 0.1 -0.3
O -0.9635 0.5493 -1.9982 0.3 -0.2 0.2
H 0.0371 -0.9386 -6.1460 0.0 0.0 0.0
H 0.9463 -4.7150 -3.2413 0.0 0.0 0.0
H 0.7124 -4.9817 -0.7840 0.0 0.0 0.0
H -0.1679 -3.1022 0.5560 0.3 -0.1 -0.1
O 3.8235 0.3907 -1.1053 -0.1 0.0 -0.1
C 2.6311 0.6156 -1.0165 0.0 0.1 0.2
O 1.7186 -0.2283 -0.6682 -0.1 0.0 0.0
C 2.0830 1.9954 -1.3207 0.1 -0.1 -0.2
C 2.7762 2.9041 -2.1010 0.0 0.0 0.0
C 2.1372 4.0810 -2.4528 0.0 0.0 0.0
C 0.8480 4.3114 -1.9925 0.0 0.0 0.0
C 0.2423 3.3610 -1.1913 0.0 0.1 0.1
N 0.8543 2.2249 -0.8681 0.0 -0.1 0.1
H 3.7776 2.6558 -2.4216 0.0 0.0 0.0
H 2.6262 4.8081 -3.0879 0.0 0.0 0.0
H 0.3158 5.2136 -2.2596 0.0 0.0 0.0
H -0.7547 3.5033 -0.7980 0.0 0.0 0.0
F -1.0319 2.4768 1.3814 -0.2 -0.1 0.0
C -1.6255 1.3637 0.7765 0.4 -0.2 0.0
F -2.2106 0.6543 1.8255 0.0 0.0 -0.1
H -2.4587 1.7516 0.1827 0.0 0.0 0.0
O 0.4250 -0.3480 1.6053 0.0 0.1 -0.2
As 0.3809 -1.4616 2.8134 0.2 -0.4 0.6
C 0.5507 -0.5932 4.5199 -0.1 -0.1 -0.1
C -0.4556 0.2901 4.8994 0.0 0.0 -0.1
C -0.3694 0.9299 6.1245 0.0 0.0 0.0
C 0.7121 0.6836 6.9610 0.0 0.0 0.0
C 1.7173 -0.1911 6.5739 0.0 0.0 0.0
C 1.6399 -0.8341 5.3472 0.0 -0.1 -0.1
C -1.2608 -2.4755 2.8971 0.2 0.1 0.1
C -1.5970 -3.0886 4.1011 0.1 0.1 0.0
C -2.7620 -3.8334 4.1929 0.0 0.0 0.0
C -3.5866 -3.9625 3.0841 0.0 0.0 0.0
C -3.2523 -3.3451 1.8869 0.0 0.0 0.0
C -2.0895 -2.5979 1.7898 -0.1 0.2 0.1
C 1.8782 -2.6647 2.6223 -0.2 0.1 -0.1
C 1.8969 -3.9127 3.2358 0.0 0.1 0.0
C 3.0010 -4.7331 3.0643 0.0 -0.1 0.0
C 4.0690 -4.3090 2.2836 0.0 0.0 0.0
C 4.0368 -3.0687 1.6602 0.0 -0.1 0.0
C 2.9363 -2.2416 1.8260 -0.1 0.2 -0.1
H -1.2832 0.4768 4.2234 0.0 0.1 0.1
H -1.1415 1.6243 6.4283 0.0 0.0 0.0
H 0.7726 1.1788 7.9216 0.0 0.0 0.0
H 2.5629 -0.3695 7.2251 0.0 0.0 0.0
H 2.4200 -1.5154 5.0287 0.0 0.0 0.1
H -0.9553 -2.9644 4.9668 -0.1 0.0 0.0
H -3.0286 -4.3050 5.1296 0.0 0.0 0.0
H -4.4977 -4.5423 3.1551 0.0 0.0 0.0
H -3.9000 -3.4399 1.0253 0.0 0.0 0.0
H -1.8319 -2.0999 0.8658 -0.2 0.1 0.1
H 1.0541 -4.2442 3.8313 0.0 0.0 0.0
H 3.0243 -5.7098 3.5306 0.0 0.0 0.0
H 4.9265 -4.9567 2.1531 0.0 0.0 0.0
H 4.8614 -2.7487 1.0374 0.0 0.0 0.0
H 2.8693 -1.2904 1.3079 0.1 0.0 0.0
```
Positions in Å, forces in eV/Å.


No. 2
DFT (wB97M-V/def2-TZVPD) results for a cluster of 3 separate species, H5O2S in total.

The HOMO-LUMO gap is 7.27 eV. As for the HOMO energy: -3.16 eV. The relative energy (zero: lowest compared OMol25 entry of this formula, charge and spin) comes out at 17.5 kJ/mol. The total charge is -1. The value obtained for the calculated total energy is -551.7153 hartree. The LUMO energy comes out at 4.105 eV.

XYZ file:
```
8
Properties=species:S:1:pos:R:3:forces:R:3
S -0.3709 -0.6590 0.3961 -0.1 0.1 -0.4
H -0.8729 -1.1405 -0.7638 0.1 0.0 0.2
H -1.8593 2.5383 -1.5018 0.4 0.3 -0.1
H -1.7933 1.2010 -0.7741 0.0 -0.2 0.1
O -2.4023 1.8004 -1.2459 -0.3 -0.3 0.1
H 2.5938 -0.4840 1.4391 -0.3 -0.6 -0.1
H 2.0042 -1.8096 0.9299 0.1 0.7 0.5
O 2.7006 -1.4466 1.5206 0.1 0.0 -0.3
```
Positions in Å, forces in eV/Å.


No. 3
DFT (wB97M-V/def2-TZVPD) results for a cluster of 3 separate species, C23H49BrN3O6 in total.

The HOMO-LUMO gap is 8.60 eV. As for the HOMO energy: -11.12 eV. The relative energy (zero: lowest compared OMol25 entry of this formula, charge and spin) comes out at 0.0 kJ/mol. The total charge is +1. The value obtained for the calculated total energy is -4095.1524 hartree. The LUMO energy comes out at -2.515 eV.

XYZ file:
```
82
Properties=species:S:1:pos:R:3:forces:R:3
C -5.0530 -1.5569 0.5994 0.0 0.0 -0.1
C -4.5075 -0.1388 0.4227 0.1 0.0 0.0
C -3.1102 0.0253 -0.1026 -0.1 0.1 0.0
N -2.6697 1.1076 -0.7430 0.1 -0.3 0.1
C -3.3717 2.3495 -1.1555 -0.1 0.1 -0.2
C -4.2271 2.0833 -2.3905 0.0 0.1 0.0
C -4.1319 3.0232 -0.0142 0.0 0.0 0.0
C -3.3292 3.1866 1.2862 0.0 0.0 0.0
N -1.3581 0.9920 -1.0795 0.0 -0.1 0.1
C -1.0048 -0.1670 -0.6227 -0.3 -0.1 0.1
N -2.0505 -0.8031 -0.0052 0.1 0.3 -0.2
C -1.9117 -2.1238 0.6224 0.1 -0.1 0.1
C -2.2243 -3.2710 -0.3422 0.1 0.0 0.0
C -2.6888 -4.5196 0.3810 0.0 0.0 0.0
Br -1.3296 -5.1385 1.6267 0.0 0.0 0.0
H -4.6054 -2.0765 1.4433 0.0 0.0 0.0
H -4.9300 -2.1565 -0.3035 0.0 0.0 0.1
H -6.1218 -1.4882 0.7994 0.0 0.0 0.0
H -4.5572 0.4040 1.3735 0.0 0.0 -0.1
H -5.1550 0.3993 -0.2679 0.0 0.0 0.0
H -2.5352 2.9911 -1.4372 0.0 -0.1 0.0
H -3.6555 1.5623 -3.1594 0.0 0.0 0.0
H -5.1230 1.5061 -2.1530 0.0 0.0 0.0
H -4.5482 3.0391 -2.8075 0.0 -0.1 0.0
H -4.4122 4.0039 -0.4061 0.0 -0.1 0.0
H -5.0775 2.5092 0.1659 0.0 0.0 0.0
H -3.1877 4.2371 1.5377 0.0 0.0 0.0
H -3.8325 2.7229 2.1361 0.0 0.0 0.0
H -2.3321 2.7455 1.2148 -0.1 0.0 0.0
H -0.0276 -0.6188 -0.6936 0.0 0.2 -0.1
H -0.8728 -2.1878 0.9469 -0.1 0.0 0.1
H -2.5143 -2.1494 1.5265 -0.1 0.0 -0.1
H -1.3231 -3.5100 -0.9132 -0.1 0.1 -0.1
H -2.9891 -2.9693 -1.0647 0.0 0.0 0.1
H -3.5854 -4.3514 0.9752 0.0 0.0 -0.1
H -2.8628 -5.3381 -0.3118 0.0 0.0 0.0
C 2.0772 0.5570 -2.5952 0.1 0.0 0.0
O 2.7806 -0.4886 -3.2126 -0.1 -0.1 -0.1
C 2.6475 -1.7054 -2.5087 0.0 0.0 0.1
C 3.0108 -2.8872 -3.3758 0.1 0.0 0.1
O 2.0068 -3.2102 -4.3195 -0.1 0.0 0.0
C 2.0463 -2.4962 -5.5471 0.0 0.0 -0.1
C 3.0519 -3.0417 -6.5335 0.0 0.0 0.0
O 4.3597 -2.6598 -6.1623 0.0 -0.1 0.1
C 5.3520 -3.4123 -6.8259 0.0 0.1 -0.1
H 2.4432 0.7459 -1.5768 0.0 0.0 0.0
H 2.2127 1.4584 -3.1883 0.0 0.0 0.0
H 1.0051 0.3240 -2.5536 0.0 0.1 0.0
H 1.6040 -1.8312 -2.1759 0.0 0.0 0.0
H 3.2931 -1.6984 -1.6186 0.0 0.0 0.0
H 3.0898 -3.7586 -2.7217 0.1 0.0 0.0
H 3.9770 -2.7228 -3.8568 0.0 0.0 0.0
H 2.2266 -1.4315 -5.3782 0.0 0.0 0.0
H 1.0530 -2.6198 -5.9829 0.0 0.0 0.0
H 2.8126 -2.6495 -7.5322 0.0 0.0 0.0
H 2.9682 -4.1354 -6.5687 0.0 0.0 0.0
H 5.2501 -4.4811 -6.6080 0.0 0.0 0.0
H 6.3178 -3.0644 -6.4667 0.0 0.0 0.0
H 5.3049 -3.2702 -7.9113 0.0 0.0 0.0
C 0.0555 1.1719 2.1300 -0.1 0.0 0.0
O 0.5798 1.6277 3.3394 0.1 0.0 0.0
C 0.9130 0.5706 4.2264 0.0 -0.1 0.0
C 1.8143 1.0625 5.3343 -0.1 0.0 0.1
O 3.1508 1.2594 4.9223 0.0 0.0 0.0
C 3.4544 2.5059 4.3162 0.0 0.1 0.0
C 3.6594 3.6286 5.3053 0.0 0.0 0.0
O 2.4161 4.0784 5.8072 0.0 -0.1 0.1
C 2.5581 4.8571 6.9751 0.0 0.1 0.0
H -0.8928 0.6287 2.2848 0.0 0.0 0.0
H -0.1309 2.0398 1.4981 0.0 0.0 0.0
H 0.7585 0.5055 1.6097 0.0 0.0 0.0
H 1.4246 -0.2307 3.6768 0.0 0.0 0.0
H -0.0047 0.1575 4.6692 0.0 0.0 0.0
H 1.8543 0.2743 6.0893 0.0 0.0 0.0
H 1.3966 1.9625 5.7912 0.0 0.0 0.0
H 2.6935 2.7869 3.5832 0.0 0.0 0.0
H 4.3991 2.3460 3.7937 0.0 0.0 0.0
H 4.1812 4.4530 4.7994 0.0 0.0 0.0
H 4.2963 3.2752 6.1257 0.0 0.0 0.0
H 3.0467 4.2883 7.7737 0.0 0.0 0.0
H 1.5599 5.1427 7.2997 0.0 0.0 0.0
H 3.1421 5.7644 6.7849 0.0 0.0 0.0
```
Positions in Å, forces in eV/Å.